Entry 1:
23
Properties=species:S:1:pos:R:3:mulliken_charge:R:1 method="wB97M-V/def2-TZVPD" smiles=c1ccccc1.c1ccncc1 e_above_lowest_kj_mol=259.7 gap_ev=10.030 e_lumo_ev=0.827
C 4.10649 0.19099 -0.16032 -0.083
C 3.23228 1.15990 0.17295 -0.728
C 1.83982 0.77188 0.34496 0.239
C 1.33563 -0.46883 0.16688 -0.009
C 2.42030 -1.26428 -0.46866 -0.193
C -2.72658 1.05726 -1.00678 -0.186
C -3.60960 -0.03606 -1.03608 -0.439
C -3.59049 -0.99988 -0.01715 -0.306
C -2.71820 -0.86701 1.04889 -0.388
C -1.89817 0.22625 1.13110 -0.301
C -2.03988 1.25691 0.20070 -0.551
H 5.25032 0.21742 -0.30180 0.307
H 3.51398 2.16357 0.51605 0.330
H 1.33609 1.64219 0.81339 0.250
H 0.22147 -0.85356 0.13596 0.092
H 2.02391 -2.25064 -0.88259 0.298
H -2.76407 1.56038 -1.96717 0.351
H -4.18512 -0.27429 -1.90953 0.335
H -4.21063 -1.83261 -0.00787 0.419
H -2.66814 -1.59116 1.79427 0.417
H -1.22466 0.32018 2.04772 0.352
H -1.29086 1.99232 0.21415 0.301
N 3.69830 -1.03664 -0.38734 -0.506


Entry 2:
23
Properties=species:S:1:pos:R:3:mulliken_charge:R:1 method="wB97M-V/def2-TZVPD" smiles=c1ccccc1.c1ccncc1 e_above_lowest_kj_mol=488.2 gap_ev=9.302 e_lumo_ev=0.497
C 0.26931 1.85131 -0.43592 -0.288
C 1.61907 1.67813 -0.74347 -0.513
C 2.46615 1.67711 0.51975 -0.220
C 1.85708 1.61627 1.80512 -0.391
C 0.52451 1.93268 1.88167 -0.215
C -2.14783 -1.30069 0.23044 -0.275
C -1.25656 -0.37198 -0.01345 -0.073
C -0.20000 -0.61054 -0.86718 0.442
C -0.16465 -1.96294 -1.43561 -0.609
C -1.11770 -2.89856 -1.06427 -0.083
C -2.29779 -2.56912 -0.36726 -0.814
H -0.27723 2.03895 -1.27345 0.621
H 2.03865 1.54245 -1.67325 0.597
H 3.61001 1.82536 0.46707 0.305
H 2.35514 1.30781 2.73645 0.344
H -0.03743 1.88416 2.82728 0.369
H -2.90232 -0.88435 0.87051 0.328
H -1.47691 0.80771 0.22878 0.314
H 0.78209 0.08698 -0.98537 -0.080
H 0.54831 -2.52011 -2.04463 0.269
H -0.82239 -3.91806 -1.47712 0.247
H -3.07995 -3.24828 -0.02283 0.349
N -0.28956 2.03572 0.83674 -0.621


Entry 3:
23
Properties=species:S:1:pos:R:3:mulliken_charge:R:1 method="wB97M-V/def2-TZVPD" smiles=c1ccccc1.c1ccncc1 e_above_lowest_kj_mol=419.1 gap_ev=9.961 e_lumo_ev=0.763
C -0.06257 -2.83690 2.53458 -0.312
C -1.13632 -3.40248 1.65981 -0.563
C -0.88530 -4.08630 0.42284 -0.196
C 0.47684 -3.84387 -0.15470 -0.316
C 1.38486 -3.12273 0.52790 -0.127
C 1.11043 -2.59183 1.81800 -0.261
C 0.85881 4.56432 -0.87615 -0.294
C -0.32883 4.32614 -0.26308 -0.158
C -1.29740 3.47642 -0.71923 -0.282
C -0.86376 2.81809 -1.91453 -0.446
C 0.34296 3.14646 -2.61408 -0.116
H -0.22752 -2.69569 3.55847 0.408
H -2.00004 -3.65991 2.14022 0.379
H -1.64662 -4.88373 0.04598 0.277
H 0.75194 -4.29331 -1.13561 0.314
H 2.46040 -2.73414 0.25544 0.212
H 2.07488 -2.25184 2.45834 0.184
H 1.70357 4.90614 -0.24191 0.299
H -0.49820 4.91993 0.61942 0.323
H -2.29836 3.30807 -0.26801 0.362
H -1.70489 2.42971 -2.19300 0.472
H 0.52946 2.73691 -3.68073 0.291
N 1.25567 3.77052 -1.97995 -0.450